Entry from the OMol25 dataset: C15H20AuN3O15P2 as an isolated structure (ωB97M-V/def2-TZVPD).

Its expectation value of S² is 2.053. The spin multiplicity is 3. For the LUMO energy (alpha / beta), the calculation gives -1.24 / -3.70 eV. Its HOMO-LUMO gap (alpha / beta) is 8.02 / 6.29 eV. The value obtained for the molecular weight is 741.25 g/mol.

Each line ends with the Löwdin charge.
CARTESIAN COORDINATES (ANGSTROEM)
Au 0.2448 -1.1082 -1.3333  1.200
O 0.8807 2.8986 -2.5400  0.054
C 0.1177 1.9894 -2.2293  -0.609
O 0.3242 0.7431 -2.3938  -0.121
C -1.2366 2.4314 -1.6854  0.032
C -1.7349 3.6498 -2.1170  0.086
C -3.0127 4.0259 -1.7672  -0.074
C -3.8714 3.2334 -0.9879  0.098
C -3.3732 2.0661 -0.5093  -0.022
C -2.0081 1.6073 -0.7728  -0.253
O -1.5378 0.5824 -0.2682  0.063
N -4.2647 1.2111 0.2707  -0.323
O -5.4290 1.1737 -0.0695  0.124
O -3.7811 0.5596 1.1833  0.081
N -3.5392 5.3135 -2.2632  -0.344
O -4.6844 5.5935 -1.9685  0.093
O -2.8007 5.9920 -2.9429  0.106
H -1.1084 4.2704 -2.7413  0.140
H -4.8807 3.5620 -0.7942  0.140
C -1.2377 -4.2184 2.0617  -0.052
C -0.7824 -3.3079 0.9239  -0.601
O -0.2439 -2.0888 1.4473  -0.086
P -2.1760 -2.8757 -0.1746  0.477
O -2.7488 -4.2642 -0.6223  -0.086
O -3.3069 -2.2885 0.7334  -0.062
O -1.7668 -1.9821 -1.3110  -0.335
P 0.4091 -4.1463 -0.1900  0.325
O 1.6104 -4.3592 0.8605  -0.122
O -0.2226 -5.4063 -0.6548  -0.282
O 0.8563 -3.1520 -1.2449  -0.371
H -1.9782 -3.7003 2.6708  0.089
H -0.3766 -4.4613 2.6862  0.087
H -1.6570 -5.1498 1.6865  0.088
H 0.5807 -2.3295 1.8899  0.092
H -2.0012 -4.8786 -0.8462  0.072
H -3.4235 -1.3223 0.7146  0.060
H 2.2470 -5.0469 0.6336  0.092
O 2.3517 -0.6479 -0.9890  -0.019
C 2.7323 0.4897 -0.6873  -0.456
C 4.1761 0.8462 -0.8406  -0.075
C 4.7299 1.0335 0.5968  -0.166
C 4.0174 0.2199 1.6985  -0.184
C 2.7506 0.8728 2.2798  -0.170
C 1.5469 0.9264 1.3356  -0.160
N 1.9655 1.3837 0.0017  0.083
H 4.2876 1.7633 -1.4227  0.132
H 4.6699 0.0367 -1.3730  0.126
H 4.6799 2.0917 0.8679  0.110
H 5.7891 0.7769 0.5824  0.111
H 4.7225 0.0906 2.5212  0.111
H 3.7931 -0.7910 1.3407  0.119
H 3.0081 1.8896 2.5966  0.113
H 2.4512 0.3423 3.1883  0.113
H 0.7804 1.6020 1.7144  0.124
H 1.0712 -0.0445 1.2243  0.085
H 2.3899 2.3011 0.0297  0.145